# C22H23BrF3N5O2S4V

A molecular structure, C22H23BrF3N5O2S4V at a distorted geometry (ωB97M-V with the def2-TZVPD basis set, OMol25).

Cartesian coordinates (Å):
1 V -0.0626 -0.5627 -0.3122
2 C -2.3828 2.1293 0.2583
3 C -1.5361 3.3591 -0.0394
4 S 0.1746 2.9839 -0.5358
5 C 0.7515 2.5000 2.2575
6 C -0.0339 1.6594 3.3003
7 S 0.3859 -0.1282 3.4629
8 C -1.2859 -0.8834 3.4777
9 C -1.4489 -2.1044 2.5715
10 S -1.7693 -1.8661 0.7781
11 C -3.3321 -0.9237 0.7605
12 C -3.5167 -0.2789 -0.6013
13 S -2.1761 0.8713 -1.0510
14 H -3.4394 2.3967 0.2983
15 H -2.0828 1.6892 1.2079
16 H -1.5362 4.0382 0.8127
17 H -1.9220 3.9066 -0.9003
18 H 0.1911 3.4258 2.1267
19 H 2.4744 2.1727 3.1600
20 H -1.1016 1.7257 3.1017
21 H 0.1566 2.1091 4.2724
22 H -2.0186 -0.1112 3.2502
23 H -1.4639 -1.2099 4.5016
24 H -2.3011 -2.6954 2.9093
25 H -0.5658 -2.7441 2.6117
26 H -3.3120 -0.1808 1.5552
27 H -4.1322 -1.6361 0.9611
28 H -4.4615 0.2623 -0.6372
29 H -3.5239 -1.0251 -1.3969
30 Br 3.2941 -1.3140 -2.3670
31 C 3.3177 0.2574 -1.3154
32 C 4.4372 1.0697 -1.3222
33 C 4.4117 2.2103 -0.5396
34 C 3.2917 2.5018 0.2271
35 C 2.2234 1.6214 0.1755
36 N 2.2309 0.5219 -0.5981
37 C 0.8460 1.8513 0.8120
38 O 1.9864 2.9067 2.7667
39 O 0.1888 0.6597 0.7211
40 H 5.2889 0.8152 -1.9361
41 H 5.2543 2.8885 -0.5357
42 H 3.2467 3.3890 0.8349
43 N -0.1279 -1.0571 -1.9828
44 C 0.0674 -1.2965 -3.1562
45 N 0.1963 -1.4716 -4.3330
46 C 0.5837 -2.2960 -5.2796
47 N 0.9097 -3.0143 -6.1188
48 F 4.1488 -5.7706 1.6032
49 C 3.8385 -5.5098 0.3286
50 F 4.9565 -5.1605 -0.3138
51 F 3.3502 -6.6151 -0.2307
52 C 2.8367 -4.3731 0.2663
53 C 3.0767 -3.2147 0.9890
54 C 2.1819 -2.1706 0.8755
55 N 1.0807 -2.2375 0.1112
56 C 0.8251 -3.3905 -0.5321
57 C 1.6802 -4.4729 -0.4919
58 H 3.9480 -3.1264 1.6231
59 H 2.3409 -1.2510 1.4205
60 H -0.0966 -3.4597 -1.0901
61 H 1.4503 -5.3744 -1.0416

As for the frontier orbital gap (alpha / beta): 6.943 / 7.481 eV. As for the energy above the lowest of the compared OMol25 structures with the same formula, charge and spin: 31.7 kcal per mole. As for the spin multiplicity: 2. The charge is +2.